[1]
The molecule C18H23NO4. Source: the OMol25 dataset; level of theory: ωB97M-V/def2-TZVPD.

XYZ file:
```
46
Properties=species:S:1:pos:R:3:forces:R:3:mulliken_charge:R:1
C 2.3796 2.4254 -4.7646 -9.77 -8.48 -7.18 -2.14
C 1.5963 1.2394 -3.9751 2.09 9.20 -2.37 0.72
C 0.5512 1.4037 -3.1592 0.12 8.37 -2.33 -0.25
C -0.1875 0.5077 -2.5801 -0.20 -1.86 0.94 1.01
C 0.0588 -0.7799 -2.7732 8.09 -3.35 -3.19 0.60
C 1.3811 -0.9595 -3.6206 -2.19 -2.15 0.52 -0.93
C 2.1082 0.1578 -4.3010 0.14 -14.18 1.06 -0.41
H 2.8288 -0.3855 -4.9211 0.41 1.81 -0.15 0.34
H 1.6901 -2.1566 -3.7608 -0.66 3.45 0.23 -0.01
C -0.3946 -1.9545 -2.0298 -4.03 -2.82 -7.83 -0.85
H 0.1506 -3.0416 -2.5591 -2.18 3.17 1.04 0.32
H -0.0769 -2.1057 -1.1349 1.51 -0.10 6.04 0.26
H -1.6413 -1.8899 -2.1518 3.32 -1.18 0.65 0.06
C -1.2546 0.8921 -1.7719 -1.25 5.41 2.80 0.00
N -1.5492 0.1781 -0.5680 3.51 2.02 2.14 -0.04
C -0.5496 0.6391 0.4651 -7.15 -7.38 1.12 -0.02
O 0.1199 1.5667 0.5290 3.06 3.68 -1.27 -0.53
C -0.8367 -0.2603 1.7034 1.12 -5.42 0.32 -0.06
H -1.2300 -1.4742 1.4928 0.64 3.84 -0.25 0.55
C -1.7313 0.2550 2.7745 -6.19 0.22 -1.84 0.11
H -2.9675 0.0338 2.4597 3.60 0.93 1.04 0.29
C -1.2485 1.6902 3.0776 -6.51 -4.79 6.27 -1.17
H -1.0458 2.1837 2.2964 2.38 3.64 -5.52 0.82
H -2.0901 2.2280 3.6533 1.21 -0.66 -1.06 0.25
C -0.3233 1.0943 4.0424 6.80 12.52 4.61 -0.54
H 0.6528 1.8325 3.8545 -1.24 -2.17 0.47 0.27
H -0.6009 1.8117 5.1323 0.81 -3.45 -2.46 0.27
C -0.0877 -0.3020 4.0279 -4.64 3.21 -7.83 -1.22
H 0.4150 -0.5519 4.7636 4.22 -3.59 6.97 1.16
O -1.4979 -0.4785 3.9701 -1.66 -3.27 -0.83 -0.54
C 0.4224 -0.6280 2.5950 -0.60 4.60 0.55 0.33
C 0.9254 -1.9278 2.4973 5.81 -1.35 7.33 -0.08
O 1.7212 -2.3702 3.4769 -3.95 0.98 -5.11 -0.69
O 0.7359 -2.4278 1.3672 1.32 -5.10 -2.97 -0.29
H 1.2615 -3.3086 1.3745 -1.07 1.60 -0.29 0.42
H 1.3028 0.0747 2.3254 -1.25 -1.01 0.52 0.31
H -2.2086 -0.6510 -0.4854 1.71 1.74 -0.07 0.52
C -2.4223 0.9345 -2.5332 -7.02 -4.62 -2.14 -1.52
H -3.4377 1.0958 -2.0109 1.78 -0.03 -0.10 0.32
H -2.6176 -0.2768 -2.9696 0.40 3.23 0.88 0.22
H -2.5268 1.5264 -3.3822 0.63 1.07 -1.58 0.42
H -0.9453 2.1140 -1.6365 -1.23 -3.07 0.98 0.28
H 0.2156 2.6006 -3.2818 0.50 -3.14 1.28 -0.05
H 3.0765 2.1375 -5.4883 0.95 -1.15 -0.88 0.40
H 2.7326 3.0102 -4.2290 5.92 9.75 9.25 0.66
H 1.5495 2.9365 -5.3209 0.77 -0.12 0.25 0.38
```
Positions in Å, forces in eV/Å.

Values from the calculation:
Energy relative to the best compared isomer or geometry (same formula, charge and spin)   1585.3 kJ/mol
Gap between HOMO and LUMO   0.3307 Ha
E_tot   -1054.86352 Eh
SMILES   Cc1ccc(C)c([C@@H](C)NC(=O)[C@H]2[C@H](C(=O)O)[C@H]3CC[C@@H]2O3)c1
Total charge   0

---

[2]
A cluster of 4 separate species, C16H32BBr6FN5O7PS in total. Source: the OMol25 dataset; level of theory: ωB97M-V/def2-TZVPD.

XYZ file:
```
70
Properties=species:S:1:pos:R:3:forces:R:3:mulliken_charge:R:1
C -1.5569 -0.9057 3.6432 0.06 -0.31 0.23 -1.28
C -0.6089 -1.9754 3.1013 0.17 0.42 -0.36 -0.46
C -0.9008 -2.4597 1.6732 -0.18 -0.44 0.07 0.93
F -1.8970 -3.4279 1.8185 -0.09 0.20 -0.07 -0.44
C 0.3198 -3.1486 1.0260 0.17 -0.07 0.34 0.32
C 0.1173 -4.5994 0.5768 0.40 0.01 -0.36 -1.04
C -0.8700 -4.8438 -0.5675 -0.23 -0.35 0.35 -0.08
O -1.4830 -6.1320 -0.4272 0.11 0.03 -0.07 -0.59
O -1.5626 -1.5052 0.8460 0.22 0.12 0.17 -0.65
C -0.8300 -0.4400 0.2598 -0.33 0.41 -0.39 0.24
O 0.4153 -0.2386 0.8432 0.08 -0.03 -0.11 0.29
P -1.8157 1.1512 0.6921 0.20 -0.24 0.23 0.35
N -1.1455 2.3371 -0.3313 -0.29 -0.08 -0.06 -0.69
O -3.2791 0.8946 0.0220 0.06 0.40 0.11 -0.55
C -0.6200 -0.7762 -1.2845 -0.04 0.45 0.19 0.29
O -0.8100 -2.1233 -1.5342 0.08 0.15 -0.42 -0.69
N -1.5677 0.0388 -2.0846 0.06 -0.43 -0.16 -0.46
C -1.8540 -0.2378 -3.2264 -0.05 -0.05 -0.04 0.37
S -2.2567 -0.5787 -4.6897 -0.07 0.09 -0.06 -0.31
N 0.7441 -0.5236 -1.7177 0.08 -0.23 -0.12 0.45
O 0.8579 0.8394 -2.2091 0.27 0.15 0.12 -0.33
C 1.5119 0.9514 -3.3178 -0.78 -0.29 0.64 0.56
N 2.0530 1.0671 -4.3219 0.50 0.20 -0.68 -0.54
B 1.5061 -1.5804 -2.4892 0.44 -0.19 -0.23 0.42
N 2.7752 -1.9863 -1.9583 -0.99 -0.09 0.72 -0.60
O 1.0422 -2.0616 -3.6789 0.07 0.29 0.11 -0.57
H -1.5467 -0.9379 4.7368 -0.04 0.03 -0.09 0.44
H -2.5812 -1.0774 3.3082 0.05 0.07 0.02 0.31
H -1.2440 0.0953 3.3516 -0.14 -0.03 -0.10 0.20
H -0.6432 -2.8736 3.7227 0.08 0.01 -0.08 0.56
H 0.4206 -1.6023 3.1066 -0.08 -0.04 0.12 0.07
H 1.1048 -3.1727 1.7900 -0.05 0.05 -0.06 0.27
H 0.7216 -2.5308 0.2245 -0.10 -0.13 0.06 -0.17
H -0.1670 -5.2451 1.4103 -0.14 0.21 -0.01 0.39
H 1.1098 -4.9459 0.2562 -0.11 -0.09 0.08 0.44
H -0.3754 -4.7821 -1.5402 -0.11 0.26 0.03 0.31
H -1.6873 -4.1243 -0.5069 0.07 -0.12 -0.08 -0.02
H -1.1121 -6.7328 -1.0768 0.02 0.00 0.02 0.33
H 0.3866 0.4679 1.5115 -0.09 -0.21 0.07 -0.35
H -1.3854 2.2447 -1.3127 0.24 -0.11 -0.02 0.32
H -0.1392 2.4186 -0.2380 -0.05 0.19 0.07 0.32
H -3.3695 1.2891 -0.8540 -0.02 -0.24 -0.07 0.31
H -1.7202 -2.3556 -1.3066 0.10 0.00 0.31 0.58
H 2.9578 -1.5822 -1.0465 0.12 0.03 -0.09 0.23
H 2.9004 -2.9897 -1.8904 0.41 0.08 -0.42 0.26
H 1.7642 -2.4433 -4.1906 -0.13 -0.14 -0.05 0.30
Br 1.2782 1.9771 3.1651 0.02 0.07 0.04 -0.12
C 2.6582 1.0791 4.2036 -0.05 0.08 0.04 -0.64
C 3.8542 0.7054 3.3702 0.04 -0.11 -0.02 -0.63
Br 3.4954 -0.8413 2.2489 -0.02 0.04 -0.02 -0.12
H 2.1838 0.2151 4.6588 0.02 -0.01 0.01 0.37
H 2.9372 1.7907 4.9777 0.01 0.00 -0.01 0.38
H 4.6815 0.4189 4.0156 -0.01 0.00 0.01 0.39
H 4.1658 1.5085 2.7099 0.00 0.01 0.02 0.39
Br -2.0468 4.3701 -6.6595 -0.03 -0.03 0.00 -0.12
C -1.0340 2.7314 -6.3933 0.01 0.11 0.02 -0.35
C -0.5409 2.1487 -7.6901 0.01 -0.13 -0.02 -0.57
Br -1.9622 1.2852 -8.7009 0.01 0.05 0.03 -0.15
H -1.6852 2.0467 -5.8601 0.02 -0.02 0.00 0.11
H -0.1904 3.0022 -5.7619 0.02 -0.02 -0.03 0.28
H 0.1935 1.3714 -7.4904 -0.01 0.01 0.03 0.33
H -0.1105 2.9012 -8.3431 0.01 0.01 0.02 0.42
Br -1.8511 5.9034 3.1862 -0.01 -0.01 0.04 -0.12
C -0.5533 6.4683 4.5165 -0.05 0.00 -0.11 -0.59
C 0.4006 5.3565 4.8655 0.02 -0.03 0.09 -0.50
Br -0.4297 4.0132 5.9968 0.01 -0.01 0.00 -0.12
H -1.1150 6.8141 5.3784 0.02 0.01 0.01 0.38
H -0.0133 7.3014 4.0721 0.02 -0.01 0.00 0.35
H 1.2454 5.7415 5.4326 -0.02 0.03 0.01 0.37
H 0.7589 4.8368 3.9820 0.02 0.02 0.00 0.20
```
Positions in Å, forces in eV/Å.

Values from the calculation:
Gap between HOMO and LUMO   0.3164 Ha
E_tot   -17737.69041 Eh
SMILES   CC[C@](F)(CCCO)O[C@](O)(P(N)O)[C@@](O)(N=C=S)N(OC#N)B(N)O.BrCCBr.BrCCBr.BrCCBr
Total charge   0

---

Number 1: molar mass 317.38 g/mol, LUMO energy 0.339 eV. Number 2: molar mass 978.74 g/mol, LUMO energy 0.059 eV.